{"formula": "C40H50GeN4O2Pd", "method": "the ωB97M-V functional and the def2-TZVPD basis", "e_lumo_ha": -0.0161, "homo_lumo_gap_ev": 6.52, "energy_ha": -4128.4829, "e_homo_ha": -0.2556, "charge": 0, "symbols": ["Pd", "C", "O", "C", "N", "C", "C", "C", "C", "C", "C", "C", "C", "C", "C", "C", "C", "N", "C", "N", "C", "C", "O", "C", "C", "C", "C", "C", "C", "H", "H", "H", "H", "H", "H", "H", "H", "H", "H", "H", "H", "H", "H", "H", "H", "H", "H", "H", "C", "C", "C", "C", "Ge", "C", "C", "C", "C", "H", "H", "H", "H", "H", "H", "H", "H", "H", "H", "H", "H", "H", "H", "H", "H", "H", "H", "H", "C", "N", "C", "C", "C", "C", "C", "C", "C", "C", "H", "H", "H", "H", "H", "H", "H", "H", "H", "H", "H", "H"], "positions_angstrom": [[0.82, -0.39, 0.72], [1.04, -5.07, -1.32], [2.30, -4.46, -0.96], [1.99, -3.23, -0.49], [0.77, -2.89, -0.44], [-0.03, -4.00, -0.94], [-0.90, -3.61, -2.11], [-0.71, -2.41, -2.78], [-1.52, -2.08, -3.87], [-2.50, -2.96, -4.30], [-2.68, -4.17, -3.64], [-1.89, -4.49, -2.55], [3.12, -2.41, -0.02], [4.29, -3.05, 0.37], [5.33, -2.29, 0.86], [5.18, -0.92, 0.91], [3.98, -0.35, 0.49], [2.94, -1.08, 0.04], [3.88, 1.13, 0.47], [2.83, 1.82, 0.44], [3.23, 3.22, 0.27], [4.77, 3.18, 0.45], [5.08, 1.77, 0.44], [2.82, 3.75, -1.09], [2.73, 5.13, -1.27], [2.44, 5.65, -2.53], [2.23, 4.79, -3.60], [2.31, 3.42, -3.42], [2.61, 2.90, -2.16], [0.94, -6.01, -0.77], [1.05, -5.28, -2.39], [-0.67, -4.35, -0.13], [0.04, -1.72, -2.44], [-1.38, -1.13, -4.37], [-3.13, -2.71, -5.14], [-3.44, -4.86, -3.98], [-2.04, -5.43, -2.02], [4.35, -4.12, 0.29], [6.26, -2.75, 1.17], [5.97, -0.27, 1.25], [2.76, 3.82, 1.05], [5.11, 3.61, 1.39], [5.29, 3.65, -0.38], [2.88, 5.79, -0.43], [2.36, 6.72, -2.66], [1.99, 5.20, -4.58], [2.13, 2.75, -4.25], [2.63, 1.83, -2.01], [-5.07, 1.25, 1.04], [-3.84, 0.47, 1.48], [-3.43, -0.61, 0.48], [-2.68, -0.08, -0.75], [-0.89, 0.75, -0.43], [-1.19, 2.68, -0.02], [-2.23, 3.39, -0.89], [-2.00, 3.29, -2.39], [-3.03, 4.09, -3.19], [-5.33, 2.03, 1.76], [-5.93, 0.59, 0.93], [-4.91, 1.74, 0.07], [-4.04, 0.01, 2.45], [-3.00, 1.16, 1.64], [-4.33, -1.15, 0.16], [-2.79, -1.34, 0.99], [-3.29, 0.67, -1.26], [-2.53, -0.90, -1.46], [-0.30, 0.82, -1.87], [-0.22, 3.18, -0.14], [-1.47, 2.79, 1.03], [-2.26, 4.45, -0.61], [-3.23, 2.99, -0.66], [-2.03, 2.25, -2.70], [-0.99, 3.66, -2.62], [-4.04, 3.74, -2.96], [-2.88, 3.98, -4.26], [-2.98, 5.15, -2.94], [-0.46, -4.00, 4.26], [0.00, -3.35, 3.05], [1.33, -2.81, 3.24], [-0.98, -2.41, 2.47], [-0.93, -0.99, 3.00], [-1.44, -0.72, 4.27], [-1.35, 0.54, 4.84], [-0.73, 1.56, 4.14], [-0.23, 1.32, 2.86], [-0.32, 0.06, 2.27], [0.20, -4.85, 4.48], [-1.47, -4.39, 4.12], [-0.45, -3.34, 5.14], [2.05, -3.63, 3.36], [1.41, -2.15, 4.11], [1.62, -2.23, 2.36], [-1.97, -2.83, 2.67], [-0.82, -2.38, 1.39], [-1.93, -1.52, 4.82], [-1.76, 0.73, 5.82], [-0.65, 2.55, 4.57], [0.24, 2.13, 2.31]], "mulliken_charge": [-0.1851, -0.5304, -0.5033, -0.1146, 0.4057, -0.2228, 0.1814, -0.1006, -0.7274, -0.4790, -0.6805, -0.3782, 0.4227, -0.7783, -0.7358, -0.8582, 0.5837, 0.2544, -0.0179, -0.1135, -0.2357, -0.5416, -0.4610, 0.1173, -0.4492, -0.6481, -0.4648, -0.7126, 0.1625, 0.3289, 0.3660, 0.4572, 0.3923, 0.3813, 0.4048, 0.3845, 0.4229, 0.5073, 0.4420, 0.5358, 0.5798, 0.2999, 0.3632, 0.4111, 0.3979, 0.4139, 0.3861, 0.2317, -1.6227, 0.5064, -0.2138, -0.3833, 0.4016, -0.4764, -0.6604, 0.5958, -1.5226, 0.4013, 0.4221, 0.2050, 0.4289, -0.4037, 0.8013, -0.7155, 0.5886, -0.2489, -0.2119, 0.1226, 0.4036, 0.5751, -0.1503, 0.0390, -0.0317, 0.3285, 0.4014, 0.3393, -1.0054, 0.3465, -0.6136, -1.4635, 1.6365, -0.7415, -1.0569, -0.5696, 0.2429, -0.0629, 0.3353, 0.3472, 0.3429, 0.3812, 0.3634, -0.0456, 0.8115, -0.6395, 0.4854, 0.3687, 0.4205, 0.3020]}